1) Formula: C3H11NO4
Source: the OMol25 dataset
Level of theory: ωB97M-V/def2-TZVPD

Geometry (Å):
O1 0.939 2.348 0.710
C1 1.010 1.175 1.013
N1 -0.142 0.474 1.226
C2 -0.127 -1.057 1.268
C3 -1.480 -1.748 1.012
O2 -1.311 -2.908 0.175
H1 2.204 0.780 0.931
H2 -0.924 0.937 1.636
H3 0.636 -1.339 0.552
H4 0.310 -1.472 2.302
H5 -1.968 -2.171 1.839
H6 -2.212 -1.294 0.396
H7 -1.201 -2.565 -0.769
O3 2.186 1.503 -2.074
H8 1.797 1.900 -1.323
H9 2.459 2.335 -2.570
O4 -1.166 0.100 -2.127
H10 -0.190 0.130 -2.206
H11 -1.525 0.879 -2.597

SMILES string: O=CNCCO.O.O
Gap between HOMO and LUMO in eV: 10.5341

=====

2) Formula: C3H11NO4
Source: the OMol25 dataset
Level of theory: ωB97M-V/def2-TZVPD

Geometry (Å):
C1 0.388 0.561 1.978
C2 -0.956 -0.324 -1.174
O1 -1.280 -1.207 -2.279
C3 -0.582 1.472 1.714
N1 -1.142 2.200 2.931
O2 -0.966 1.811 0.610
H1 0.868 0.358 2.948
H2 0.823 -0.045 1.267
H3 -0.341 0.506 -1.513
H4 -0.233 -0.864 -0.509
H5 -1.843 0.133 -0.719
H6 -2.003 2.631 2.691
H7 -1.189 1.626 3.764
H8 2.822 -0.598 -0.770
H9 1.664 -1.142 -1.700
O3 1.956 -0.388 -1.097
H10 -0.379 -1.673 -2.511
H11 1.335 -2.861 -3.129
O4 1.056 -2.195 -2.501

Gap between HOMO and LUMO in eV: 3.2915

=====

Which of them is the least stable? Correct choice: 2).

=====

1) Formula: C3H11NO4
Source: the OMol25 dataset
Level of theory: ωB97M-V/def2-TZVPD

Geometry (Å):
O1 2.235 1.819 0.349
C1 1.286 1.237 0.820
N1 0.549 0.269 0.230
C2 -0.576 -0.461 0.870
C3 -0.481 -1.961 0.571
O2 -1.169 -2.355 -0.585
H1 0.950 1.444 1.857
H2 0.676 0.101 -0.762
H3 -0.403 -0.260 1.927
H4 -1.490 -0.030 0.469
H5 0.579 -2.210 0.598
H6 -0.972 -2.451 1.410
H7 -0.945 -1.827 -1.358
O3 -2.530 2.582 0.975
H8 -3.156 2.074 0.453
H9 -1.643 2.292 0.743
O4 1.103 -0.917 -2.709
H10 1.085 -1.438 -1.906
H11 1.938 -0.922 -3.181

SMILES string: O=CNCCO.O.O
Gap between HOMO and LUMO in eV: 10.5116

=====

2) Formula: C3H11NO4
Source: the OMol25 dataset
Level of theory: ωB97M-V/def2-TZVPD

Geometry (Å):
C1 -0.929 -0.681 2.425
C2 -1.140 0.774 2.040
N1 -1.324 0.945 0.589
C3 -0.383 0.615 -0.325
O1 0.749 0.257 -0.034
O2 -0.878 0.768 -1.559
H1 0.042 -1.038 2.091
H2 -0.899 -0.788 3.513
H3 -1.736 -1.273 2.002
H4 -2.060 1.132 2.488
H5 -0.246 1.360 2.257
H6 -2.252 0.999 0.218
H7 -0.204 0.495 -2.221
O3 2.759 -0.881 -1.637
H8 3.112 -1.451 -0.957
H9 2.083 -0.318 -1.164
O4 0.705 -0.399 -3.172
H10 1.515 -0.737 -2.766
H11 1.086 0.221 -3.790

SMILES string: CCNC(=O)O.O.O
Gap between HOMO and LUMO in eV: 10.6284

=====

Which of them is the least stable? Correct choice: 1).

=====

1) Formula: CH4O2S3
Source: the OMol25 dataset
Level of theory: ωB97M-V/def2-TZVPD

Geometry (Å):
O1 1.651 1.211 -1.089
S1 1.066 0.981 0.212
O2 1.422 -0.224 0.947
S2 -1.007 1.059 0.299
C1 -1.214 -0.737 0.199
S3 -0.914 -1.310 -1.504
H1 1.319 1.915 1.291
H2 -0.354 -1.312 0.779
H3 -2.257 -0.911 0.464
H4 0.288 -0.673 -1.599

SMILES string: O=[SH](=O)SCS
Gap between HOMO and LUMO in eV: 9.2615

=====

2) Formula: CH4O2S3
Source: the OMol25 dataset
Level of theory: ωB97M-V/def2-TZVPD

Geometry (Å):
C1 0.707 0.360 -0.900
O1 0.478 0.873 2.022
O2 -0.920 0.778 -0.104
S1 -2.282 0.064 2.351
S2 0.780 -1.310 -1.294
S3 -0.685 0.267 1.376
H1 0.549 1.000 -1.651
H2 1.611 0.577 -0.203
H3 0.049 -1.507 -2.437
H4 -0.286 -1.103 0.841

Gap between HOMO and LUMO in eV: 8.9817

=====

Which of them is the least stable? Correct choice: 2).

=====

1) Formula: C4H4CdO2
Source: the OMol25 dataset
Level of theory: ωB97M-V/def2-TZVPD

Geometry (Å):
H1 -1.291 -1.493 0.526
O1 -2.460 1.515 -0.213
C1 -1.221 0.979 -0.343
C2 -1.028 -0.329 -0.403
C3 -0.145 -1.348 -0.162
H2 -2.455 2.438 -0.483
H3 -0.386 1.679 -0.443
H4 -0.051 -2.182 -0.866
C4 1.785 -0.988 0.381
O2 2.766 -0.639 0.889
Cd1 4.484 0.367 1.118

Net charge: +2
Gap between HOMO and LUMO (alpha / beta) in eV: 7.0006 / 6.5436

=====

2) Formula: C4H4CdO2
Source: the OMol25 dataset
Level of theory: ωB97M-V/def2-TZVPD

Geometry (Å):
H1 0.346 0.323 0.621
O1 -2.957 1.504 -1.701
C1 -2.325 0.552 -1.514
C2 -1.708 -0.590 -1.240
C3 0.099 -0.680 0.240
C4 0.081 -0.872 -1.189
H2 -2.191 -1.485 -1.637
H3 0.203 -1.938 -1.415
H4 0.580 -0.037 -1.694
O2 -0.945 -1.179 0.813
Cd1 -1.126 -2.347 2.312

Net charge: +2
Gap between HOMO and LUMO (alpha / beta) in eV: 4.1221 / 7.3010

=====

Which of them is the least stable? Correct choice: 1).

=====

1) Formula: H5NOSi
Source: the OMol25 dataset
Level of theory: ωB97M-V/def2-TZVPD

Geometry (Å):
N1 -0.933 -0.488 0.051
Si1 0.446 0.510 -0.120
O1 1.712 -0.533 0.127
H1 -1.343 -1.055 -0.670
H2 -1.761 -0.518 0.656
H3 0.348 1.494 -1.186
H4 0.321 0.965 1.266
H5 2.254 -0.944 -0.555

SMILES string: N[SiH2]O
Gap between HOMO and LUMO in eV: 10.2676

=====

2) Formula: H5NOSi
Source: the OMol25 dataset
Level of theory: ωB97M-V/def2-TZVPD

Geometry (Å):
N1 -1.631 0.175 -0.029
O1 -0.453 -0.637 0.146
Si1 1.076 -0.031 -0.034
H1 -1.755 0.264 -1.029
H2 -2.375 -0.407 0.231
H3 1.839 -1.228 -0.372
H4 1.143 0.938 -1.139
H5 1.491 0.645 1.367

SMILES string: NO[SiH3]
Gap between HOMO and LUMO in eV: 10.4606

=====

Which of them is the least stable? Correct choice: 2).

=====

1) Formula: BrH16O8
Source: the OMol25 dataset
Level of theory: ωB97M-V/def2-TZVPD

Geometry (Å):
Br1 0.221 -0.441 0.023
O1 1.100 -2.932 2.107
H1 0.581 -2.292 1.589
H2 0.452 -3.525 2.495
O2 2.129 1.674 2.154
H3 1.450 1.568 2.826
H4 1.911 0.997 1.499
O3 -2.894 0.468 1.901
H5 -3.467 -0.301 1.956
H6 -2.091 0.135 1.479
O4 -2.176 1.684 -1.793
H7 -2.390 2.428 -1.222
H8 -1.597 1.147 -1.239
O5 -0.523 3.139 0.499
H9 -0.194 2.237 0.382
H10 -0.323 3.561 -0.343
O6 1.578 1.330 -2.566
H11 2.397 1.308 -2.063
H12 0.971 0.801 -2.025
O7 -1.909 -1.919 -2.409
H13 -1.264 -1.766 -3.105
H14 -1.600 -1.357 -1.685
O8 2.875 -2.759 -0.352
H15 2.601 -3.000 0.542
H16 2.158 -2.184 -0.648

Net charge: -1
Gap between HOMO and LUMO in eV: 9.6563

=====

2) Formula: BrH16O8
Source: the OMol25 dataset
Level of theory: ωB97M-V/def2-TZVPD

Geometry (Å):
Br1 -0.097 -0.375 -0.162
O1 0.862 1.095 -2.523
H1 0.509 0.635 -1.761
H2 1.464 0.468 -2.923
O2 -2.033 -0.314 1.871
H3 -2.653 -0.345 1.142
H4 -1.183 -0.160 1.457
O3 -0.839 -1.446 -2.327
H5 -0.696 -1.237 -1.404
H6 -1.637 -0.973 -2.560
O4 2.106 1.167 0.060
H7 1.259 0.722 0.078
H8 2.163 1.609 0.908
O5 -0.262 1.936 0.998
H9 -0.074 1.105 0.562
H10 0.486 2.078 1.577
O6 1.547 -0.959 1.908
H11 1.092 -1.101 1.078
H12 2.447 -0.751 1.656
O7 -2.035 1.606 -0.387
H13 -1.776 2.010 0.441
H14 -1.391 0.912 -0.527
O8 0.053 -2.762 0.552
H15 0.842 -3.027 0.080
H16 -0.153 -1.893 0.207

Net charge: -1
Gap between HOMO and LUMO in eV: 9.7213

=====

Which of them is the least stable? Correct choice: 2).

=====

1) Formula: C3H5O2
Source: the OMol25 dataset
Level of theory: ωB97M-V/def2-TZVPD

Geometry (Å):
C1 -1.141 1.084 -0.253
C2 0.716 -0.741 -0.610
C3 0.288 -0.380 0.731
O1 -0.746 0.593 -1.284
O2 -0.738 0.661 0.891
H1 -1.678 1.973 -0.106
H2 1.641 -0.428 -1.027
H3 0.333 -1.660 -1.008
H4 0.224 -1.260 1.407
H5 1.100 0.158 1.260

Net charge: +1
Gap between HOMO and LUMO in eV: 10.2208

=====

2) Formula: C3H5O2
Source: the OMol25 dataset
Level of theory: ωB97M-V/def2-TZVPD

Geometry (Å):
C1 -2.044 0.214 -0.026
C2 0.662 0.529 0.034
C3 1.578 -0.544 0.000
O1 0.354 1.621 0.092
O2 -1.049 -0.463 -0.065
H1 -3.040 -0.237 -0.110
H2 -1.994 1.310 0.091
H3 2.191 -0.500 0.908
H4 2.246 -0.411 -0.857
H5 1.096 -1.519 -0.067

Net charge: +1
Gap between HOMO and LUMO in eV: 11.3559

=====

Which of them is the least stable? Correct choice: 1).

=====

1) Formula: C3H5O2
Source: the OMol25 dataset
Level of theory: ωB97M-V/def2-TZVPD

Geometry (Å):
C1 1.473 -0.256 0.115
C2 -0.901 0.812 0.349
C3 -0.730 -0.456 -0.275
O1 1.327 0.917 -0.095
O2 0.505 -1.094 0.255
H1 2.440 -0.863 0.018
H2 -1.528 1.512 -0.232
H3 -0.594 0.893 1.353
H4 -1.455 -1.211 -0.064
H5 -0.535 -0.252 -1.424

Net charge: +1
Gap between HOMO and LUMO in eV: 9.8254

=====

2) Formula: C3H5O2
Source: the OMol25 dataset
Level of theory: ωB97M-V/def2-TZVPD

Geometry (Å):
C1 1.953 -0.198 -0.516
C2 -1.357 -0.409 0.447
C3 -0.439 0.726 0.265
O1 2.723 -0.628 0.237
O2 0.800 0.658 -0.040
H1 1.958 0.082 -1.583
H2 -0.938 -1.369 0.687
H3 -1.727 -0.378 -0.610
H4 -2.252 -0.168 0.941
H5 -0.720 1.683 0.172

Net charge: +1
Gap between HOMO and LUMO in eV: 11.3803

=====

Which of them is the least stable? Correct choice: 1).

=====

1) Formula: C3H8N2S2
Source: the OMol25 dataset
Level of theory: ωB97M-V/def2-TZVPD

Geometry (Å):
C1 -2.409 -0.229 0.037
N1 -1.017 0.160 0.036
C2 0.009 -0.772 -0.123
S1 -0.263 -2.413 -0.217
N2 1.247 -0.266 -0.239
C3 1.525 1.181 -0.272
S2 2.611 -1.213 0.014
H1 -2.590 -0.930 0.832
H2 -3.090 0.632 0.140
H3 -2.560 -0.734 -0.914
H4 -0.712 1.034 0.419
H5 2.498 1.397 -0.733
H6 1.344 1.675 0.677
H7 0.813 1.627 -0.992
H8 2.594 -1.149 1.337

SMILES string: CNC(=S)N(C)S
Gap between HOMO and LUMO in eV: 8.4507

=====

2) Formula: C3H8N2S2
Source: the OMol25 dataset
Level of theory: ωB97M-V/def2-TZVPD

Geometry (Å):
C1 2.146 -0.416 -2.067
C2 0.016 -0.825 -0.300
C3 -0.954 0.445 1.848
H1 2.210 0.094 -3.119
H2 2.866 -1.579 -2.050
H3 2.313 0.223 -0.867
H4 0.861 -1.215 0.393
H5 -1.043 -1.349 -0.086
H6 -1.370 2.684 1.459
H7 -2.271 1.582 2.901
H8 0.030 -1.150 1.653
N1 -1.704 1.551 2.186
N2 -0.800 -0.760 2.264
S1 0.378 -0.768 -2.026
S2 0.040 0.765 0.256

Gap between HOMO and LUMO in eV: 8.4418

=====

Which of them is the least stable? Correct choice: 2).